(1)
7 unconnected molecules or ions with the total composition C34H59O23 at a distorted geometry. Source: the OMol25 dataset; level of theory: ωB97M-V with the def2-TZVPD basis set.

HOMO energy	-0.0891	hartree
largest force on an atom	0.0373	hartree/bohr
LUMO level	1.73	eV

ORCA input file:
```
! wB97M-V def2-TZVPD RIJCOSX def2/J DEFGRID3
* xyz -1 1
O 4.719 1.472 -0.227
O 3.335 -6.921 11.254
O 2.903 1.094 3.785
O -3.701 -1.163 1.478
O 1.868 1.107 4.746
O -1.902 3.132 -6.110
O -3.258 -1.934 -9.198
O 4.840 -6.263 12.809
O -2.043 3.399 -0.341
O -3.715 -3.730 -7.905
O 6.354 2.999 -0.564
O 6.218 2.036 1.366
O -3.985 3.854 -5.616
O -3.728 2.587 -7.343
O 0.181 5.475 -9.886
O 4.969 -5.421 10.824
O -3.712 3.963 -1.761
O 0.057 -2.114 5.210
O -4.095 -3.865 -10.026
O -1.713 4.737 -2.127
O 2.000 -3.282 5.494
O 1.237 5.609 -11.765
O -0.342 4.009 -11.524
C -1.419 -0.737 0.711
C -4.589 3.172 -0.952
C 1.476 -2.289 8.379
C -4.080 -3.273 -11.325
C 4.201 -7.132 13.740
C -0.384 -3.681 7.792
C -0.335 4.830 -1.755
C -2.446 3.974 -1.312
C 4.285 -6.265 11.590
C 0.979 -2.757 5.917
C -0.722 -3.900 9.105
C -3.266 -2.986 -6.768
C -3.606 0.905 2.867
C 1.185 -1.462 3.113
C 0.605 -0.913 4.459
C -2.442 -1.775 1.204
C -0.801 4.849 -9.057
C 0.044 -1.305 0.832
C -3.782 -0.651 2.802
C -3.438 4.551 -4.485
C -3.650 -3.063 -9.056
C 5.864 3.170 -1.891
C 5.583 1.108 2.259
C 4.486 -5.315 9.479
C 1.465 5.136 -13.091
C -3.086 3.188 -6.332
C -2.884 1.825 -8.204
C 0.294 4.938 -11.099
C 5.667 2.102 0.159
C 1.128 -2.503 9.732
C 1.715 -0.238 5.272
C 0.694 -2.889 7.418
C 0.052 -3.281 10.083
C 0.874 -0.537 1.900
H -2.143 2.464 -8.679
H -4.458 1.374 3.365
H -3.368 -3.633 -5.901
H -3.506 1.384 -8.978
H 6.119 1.147 3.203
H 4.737 -7.042 14.682
H 0.429 0.422 2.189
H 2.711 -0.721 5.156
H 0.135 3.849 -1.776
H 0.151 5.470 -2.486
H 6.495 3.914 -2.372
H 1.839 -0.299 1.416
H 2.623 1.627 3.026
H 2.246 5.756 -13.524
H 5.122 -4.602 8.961
H -0.234 5.280 -0.768
H 1.804 4.101 -13.078
H -0.171 -3.424 11.141
H -4.818 -0.848 3.132
H -2.716 5.300 -4.811
H 4.555 -6.274 8.970
H -3.466 1.242 1.833
H -4.272 2.130 -0.946
H -2.219 -2.710 -6.879
H -3.065 -3.007 -11.615
H -2.590 -2.497 0.382
H -5.581 3.232 -1.394
H 2.289 -1.537 3.211
H 1.427 -0.121 6.327
H 0.765 -2.469 3.011
H 1.700 -2.085 10.561
H 4.552 1.385 2.438
H -2.400 1.021 -7.652
H -4.258 5.054 -3.982
H -4.634 3.562 0.063
H 0.019 -2.390 0.997
H -2.075 -2.336 2.078
H -4.727 -2.397 -11.356
H -1.792 4.939 -9.502
H 2.344 -1.692 8.102
H -1.458 0.119 1.394
H -2.982 3.859 -3.803
H -0.984 -4.182 7.030
H 0.563 5.233 -13.695
H -0.550 3.806 -8.883
H 4.255 -8.166 13.401
H 5.643 0.095 1.866
H -0.804 5.366 -8.101
H -3.109 -1.150 3.512
H 3.164 -6.835 13.895
H -4.461 -4.017 -12.020
H 4.837 3.534 -1.880
H 5.931 2.237 -2.450
H -1.570 -4.528 9.370
H 0.486 -1.174 -0.171
H 3.471 -4.922 9.455
H -2.664 1.070 3.411
H -3.881 -2.100 -6.621
H -1.611 -0.389 -0.311
*
```

(2)
3 unconnected molecules or ions with the total composition C34H60BFN5O5 at a distorted geometry. Source: the OMol25 dataset; level of theory: ωB97M-V with the def2-TZVPD basis set.

HOMO energy (spin up / spin down)	-0.3573 / -0.3572	hartree
largest force on an atom	0.0450	hartree/bohr
LUMO level (spin up / spin down)	-4.97 / -4.97	eV
<S²>	2.008

ORCA input file:
```
! wB97M-V def2-TZVPD RIJCOSX def2/J DEFGRID3
* xyz 1 3
F -4.810 1.527 3.452
O -5.634 5.689 -1.405
O -3.906 -0.718 2.627
O 4.723 2.882 -3.403
O -6.951 4.430 0.115
O -2.028 -7.586 4.251
N -2.635 -2.620 1.821
N -3.009 -7.104 4.946
N -3.864 0.023 0.435
N 5.837 2.891 -4.064
N -4.138 0.301 1.666
C -4.664 2.217 -0.066
C 1.605 2.601 1.287
C 3.492 4.012 0.241
C -4.897 2.456 1.264
C -3.354 -5.750 4.424
C 0.550 2.710 -1.745
C -0.047 1.316 -2.098
C -3.775 0.576 -1.868
C 1.960 2.730 -1.211
C 2.311 3.091 0.040
C -2.691 -7.220 6.402
C -4.939 3.260 -1.123
C -2.113 -8.596 6.711
C -3.340 -1.773 2.091
C 5.468 0.440 -4.152
C -3.980 -7.120 7.251
C 5.139 4.335 -5.983
C -4.781 -5.355 4.853
C -4.107 0.954 -0.468
C -3.393 -5.760 2.900
C 6.003 4.219 -4.727
C 5.276 3.140 -6.925
C 7.482 4.462 -5.085
C -2.361 -4.688 4.899
C -4.613 1.429 2.160
C 5.644 5.347 -3.763
C -2.098 -4.734 6.404
C 5.911 1.675 -4.930
C -1.700 -6.142 6.845
C 7.373 1.390 -5.345
C -1.295 0.979 -1.254
C 5.042 1.827 -6.179
C -2.308 0.101 -2.017
C -0.831 0.264 0.052
B -5.880 4.497 -0.751
H -6.778 4.993 0.878
H -2.090 0.143 -3.080
H 8.127 4.261 -4.230
H -2.275 -0.947 -1.731
H -1.950 -8.690 7.784
H 0.697 0.547 -1.912
H -4.824 6.095 -1.069
H 2.085 3.052 2.151
H 6.258 3.142 -7.404
H -1.755 1.925 -0.955
H 7.518 0.325 -5.522
H -3.908 1.413 -2.543
H -1.379 0.631 0.917
H 4.548 3.230 -7.734
H -0.070 3.264 -1.041
H -0.314 1.273 -3.153
H -1.153 -8.763 6.225
H 7.664 1.888 -6.267
H 0.548 2.875 1.319
H -4.233 -6.100 7.536
H 4.087 4.430 -5.693
H 6.213 5.267 -2.835
H -0.968 -0.809 -0.044
H 4.419 0.484 -3.862
H 7.629 5.503 -5.371
H -2.729 -3.698 4.618
H -4.480 -0.190 -2.188
H 5.593 -0.445 -4.774
H -5.488 -6.156 4.635
H 4.584 5.357 -3.516
H -1.409 -4.823 4.376
H 3.985 1.770 -5.896
H -3.865 -7.671 8.183
H -5.359 2.720 -1.970
H -2.797 -9.387 6.401
H -4.870 -5.098 5.906
H 7.834 3.869 -5.926
H 1.733 1.529 1.377
H -0.710 -6.369 6.436
H -2.977 -4.390 6.957
H -3.757 -4.805 2.529
H 5.220 0.983 -6.848
H 6.069 0.309 -3.250
H 8.070 1.681 -4.559
H 3.855 3.953 1.265
H -4.832 -7.555 6.727
H -5.288 3.376 1.653
H -2.409 -5.916 2.461
H 0.229 0.428 0.197
H -1.295 -4.037 6.654
H -4.061 -6.539 2.529
H 0.592 3.275 -2.674
H -3.980 3.658 -1.458
H 5.396 5.254 -6.513
H 4.300 3.752 -0.442
H 2.742 2.435 -1.906
H -5.105 -4.471 4.300
H -1.592 -6.173 7.931
H 5.880 6.306 -4.221
H 3.153 5.028 0.065
*
```